Entry 1:
Entry from the Open Molecules 2025 dataset: a single C16H22ClNO molecule (ωB97M-V/def2-TZVPD).

Geometry (Å):
C: -6.806 -0.083 -0.424
C: -5.338 -0.178 -0.147
C: -4.756 -1.395 0.190
C: -3.407 -1.474 0.467
C: -2.585 -0.352 0.399
C: -1.136 -0.542 0.737
O: -0.791 -1.238 1.673
N: -0.271 0.051 -0.108
C: 1.169 0.024 0.091
C: 1.852 -0.497 -1.182
C: 2.945 -1.539 -0.928
C: 3.935 -1.221 0.191
C: 4.828 -0.001 -0.019
C: 4.140 1.370 -0.049
C: 3.054 1.578 1.014
C: 1.618 1.432 0.506
C: -3.178 0.865 0.077
Cl: -2.259 2.339 0.046
C: -4.535 0.952 -0.190
H: -7.141 -0.934 -1.013
H: -7.045 0.833 -0.957
H: -7.361 -0.087 0.514
H: -5.368 -2.283 0.242
H: -2.954 -2.413 0.747
H: -0.621 0.654 -0.836
H: 1.319 -0.675 0.919
H: 1.091 -0.972 -1.807
H: 2.252 0.339 -1.753
H: 3.495 -1.695 -1.859
H: 2.461 -2.484 -0.671
H: 4.593 -2.089 0.296
H: 3.398 -1.123 1.134
H: 5.555 0.006 0.798
H: 5.389 -0.125 -0.949
H: 3.721 1.559 -1.037
H: 4.924 2.118 0.097
H: 3.218 0.903 1.854
H: 3.143 2.595 1.404
H: 1.471 2.108 -0.342
H: 0.948 1.761 1.305
H: -4.964 1.913 -0.430

Properties
- SMILES = Cc1ccc(C(=O)NC2CCCCCCC2)c(Cl)c1
- LUMO (eV) = 0.8
- orbital gap (eV) = 9.93

---

Entry 2:
Entry from the Open Molecules 2025 dataset: 5 unconnected molecules or ions with the total composition C16H22F4NO12 (ωB97M-V/def2-TZVPD).

Geometry (Å):
C: 0.430 1.220 2.363
C: -0.184 2.609 2.521
C: -1.658 2.704 2.094
C: -2.643 1.745 2.799
N: -3.694 1.285 1.887
H: 1.394 1.213 2.883
H: 0.639 0.951 1.329
H: -0.162 0.427 2.813
H: -0.099 2.910 3.563
H: 0.392 3.291 1.894
H: -1.792 2.615 1.019
H: -1.979 3.725 2.346
H: -3.070 2.278 3.674
H: -2.099 0.879 3.199
H: -3.700 0.267 1.940
C: 1.362 -1.027 -2.668
C: 0.167 -1.682 -2.022
O: 0.697 -2.119 -0.778
C: 1.716 -1.277 -0.449
O: 2.209 -1.199 0.625
O: 2.080 -0.535 -1.524
F: -0.262 -2.766 -2.718
H: 1.981 -1.739 -3.207
H: 1.092 -0.214 -3.336
H: -0.674 -1.011 -1.847
C: -4.767 -3.985 -2.450
C: -3.550 -4.705 -2.982
O: -2.883 -3.688 -3.701
C: -3.214 -2.498 -3.119
O: -2.649 -1.474 -3.295
O: -4.281 -2.653 -2.298
F: -3.881 -5.713 -3.833
H: -5.583 -3.998 -3.175
H: -5.121 -4.376 -1.500
H: -2.882 -5.097 -2.213
C: 5.214 -4.483 -5.370
C: 5.606 -3.026 -5.460
O: 4.362 -2.391 -5.689
C: 3.394 -3.173 -5.132
O: 2.283 -2.823 -4.917
O: 3.888 -4.402 -4.842
F: 6.433 -2.783 -6.505
H: 5.187 -4.947 -6.357
H: 5.856 -5.063 -4.713
H: 6.054 -2.620 -4.552
C: -0.300 6.849 6.725
C: -0.432 5.393 7.107
O: -0.335 4.739 5.863
C: 0.413 5.528 5.035
O: 0.890 5.178 4.015
O: 0.535 6.780 5.569
F: -1.635 5.122 7.671
H: -1.267 7.275 6.455
H: 0.162 7.458 7.498
H: 0.356 5.026 7.769

Properties
- charge = -1
- LUMO (eV) = 1.8
- orbital gap (eV) = 2.50

---

Entry 3:
Entry from the Open Molecules 2025 dataset: a molecular structure, C16H22F6N3O12PTi (ωB97M-V/def2-TZVPD).

Geometry (Å):
Ti: -0.388 -0.260 0.094
C: -2.297 0.603 2.550
C: -3.376 1.178 1.650
O: -3.104 0.817 0.307
C: -3.945 -0.137 -0.333
C: -3.273 -1.494 -0.358
O: -1.953 -1.418 -0.924
C: -1.853 -1.640 -2.336
C: -1.855 -0.308 -3.118
O: -1.768 0.739 -2.168
C: -1.054 1.874 -2.596
C: -0.903 2.764 -1.388
O: -0.400 2.034 -0.251
C: -0.424 2.875 0.909
C: -0.339 2.021 2.166
O: -0.998 0.768 1.952
H: -2.430 -0.468 2.672
H: -2.310 1.068 3.535
H: -3.373 2.269 1.696
H: -4.359 0.829 1.974
H: -4.105 0.226 -1.347
H: -4.912 -0.213 0.167
H: -3.869 -2.215 -0.917
H: -3.144 -1.875 0.651
H: -2.667 -2.287 -2.657
H: -0.914 -2.162 -2.485
H: -2.767 -0.187 -3.707
H: -0.997 -0.281 -3.792
H: -1.614 2.424 -3.358
H: -0.086 1.589 -3.014
H: -1.879 3.173 -1.120
H: -0.218 3.583 -1.614
H: -1.354 3.447 0.902
H: 0.413 3.573 0.874
H: -0.793 2.548 3.001
H: 0.688 1.786 2.425
O: 6.698 -0.513 -1.911
N: 6.490 -0.560 -0.719
O: 7.312 -0.698 0.158
C: 5.071 -0.452 -0.295
C: 4.798 -0.450 1.079
C: 3.519 -0.282 1.487
C: 2.436 -0.147 0.514
O: 1.261 0.056 0.854
C: 2.798 -0.226 -0.906
C: 4.095 -0.334 -1.288
N: 1.797 -0.143 -1.863
O: 2.061 -0.004 -3.079
O: 0.521 -0.223 -1.478
N: 3.275 -0.198 2.954
O: 4.205 -0.499 3.661
O: 2.185 0.124 3.334
H: 5.595 -0.559 1.799
H: 4.360 -0.342 -2.335
F: 0.597 -2.448 -0.217
P: 0.059 -3.233 1.166
F: 1.224 -2.483 1.954
F: 0.920 -4.499 0.882
F: -0.593 -3.718 2.504
F: -0.881 -1.673 1.376
F: -1.182 -3.742 0.327

Properties
- charge = +1
- LUMO (spin up / spin down) (eV) = -4.1 / -7.5
- multiplicity = 4
- orbital gap (spin up / spin down) (eV) = 6.83 / 5.91

---

Entry 4:
Entry from the Open Molecules 2025 dataset: a single C16H22IN2O4P3 molecule (ωB97M-V/def2-TZVPD).

Geometry (Å):
C: -1.602 -2.487 2.551
C: -2.948 -1.837 2.972
C: -2.930 -0.307 2.873
C: -2.943 0.226 1.435
N: -2.450 1.628 1.362
C: -1.611 1.757 0.225
C: -2.039 1.805 -1.033
P: -3.820 1.728 -1.474
N: -4.658 2.734 -0.585
C: -1.065 1.904 -2.187
O: -1.308 2.520 -3.204
C: 0.237 1.162 -1.951
C: 0.920 0.551 -2.955
C: 2.080 -0.146 -2.686
I: 3.056 -1.060 -4.329
C: 2.550 -0.231 -1.382
P: 4.080 -1.183 -0.898
C: 5.508 -0.744 -2.002
C: 3.594 -2.959 -1.184
C: 1.860 0.421 -0.349
P: 2.556 0.258 1.387
O: 3.593 1.536 1.657
O: 1.316 0.330 2.480
C: 0.702 1.120 -0.640
C: -0.102 1.854 0.421
O: 0.416 2.487 1.311
H: -0.804 -2.014 3.128
H: -1.681 -3.557 2.778
H: -1.421 -2.421 1.474
H: -3.066 -2.087 4.035
H: -3.778 -2.319 2.441
H: -2.029 0.061 3.378
H: -3.791 0.095 3.424
H: -3.954 0.116 1.017
H: -2.274 -0.412 0.844
H: -3.232 2.278 1.312
H: -4.262 0.390 -1.331
H: -3.901 2.082 -2.841
H: -5.112 3.411 -1.189
H: 0.540 0.607 -3.971
H: 6.437 -0.734 -1.425
H: 5.389 0.258 -2.428
H: 5.596 -1.479 -2.808
H: 3.700 -3.496 -0.236
H: 4.253 -3.439 -1.916
H: 2.553 -3.058 -1.503
H: 4.136 1.557 0.855
H: 1.425 1.104 3.056

Properties
- SMILES = CCCCNC1=C([PH2]=N)C(=O)c2cc(I)c(P(C)C)c(P(O)O)c2C1=O
- LUMO (eV) = -1.2
- orbital gap (eV) = 6.01

---

Entry 5:
Entry from the Open Molecules 2025 dataset: a single C16H22N2 molecule (ωB97M-V/def2-TZVPD).

Geometry (Å):
C: 0.237 2.676 -0.816
C: 0.877 2.237 -2.128
C: 1.897 1.107 -1.955
C: 1.275 -0.291 -2.071
C: 0.156 -0.564 -1.102
N: -1.037 -0.458 -1.640
C: -2.129 -0.694 -0.896
C: -3.393 -0.543 -1.504
C: -4.537 -0.787 -0.799
C: -4.464 -1.192 0.541
C: -3.252 -1.345 1.157
C: -2.051 -1.097 0.463
C: -0.747 -1.220 1.031
N: -0.609 -1.685 2.312
C: 0.367 -0.931 0.244
C: 1.747 -1.022 0.844
C: 2.073 0.175 1.749
C: 3.468 0.055 2.350
H: -0.284 1.847 -0.344
H: 0.991 3.052 -0.127
H: -0.484 3.470 -0.997
H: 1.374 3.101 -2.577
H: 0.095 1.906 -2.813
H: 2.658 1.188 -2.736
H: 2.404 1.218 -0.995
H: 0.845 -0.389 -3.069
H: 2.059 -1.044 -1.966
H: -3.416 -0.232 -2.536
H: -5.504 -0.671 -1.266
H: -5.376 -1.386 1.088
H: -3.232 -1.664 2.190
H: 0.275 -1.564 2.770
H: -1.416 -1.665 2.909
H: 2.495 -1.065 0.055
H: 1.837 -1.950 1.419
H: 2.005 1.093 1.164
H: 1.338 0.260 2.554
H: 4.219 0.012 1.563
H: 3.554 -0.849 2.950
H: 3.686 0.911 2.985

Properties
- SMILES = CCCCc1nc2ccccc2c(N)c1CCC
- LUMO (eV) = 0.7
- orbital gap (eV) = 8.59

---

Entry 6:
Entry from the Open Molecules 2025 dataset: 2 unconnected molecules or ions with the total composition C16H22N2O3 (ωB97M-V/def2-TZVPD).

Geometry (Å):
C: 1.413 1.923 4.471
C: 1.720 0.811 3.506
O: 0.524 0.051 3.236
C: 0.787 -0.903 2.269
N: -0.259 -1.647 1.937
C: -0.518 -2.953 1.888
C: -1.898 -3.306 2.406
O: 0.198 -3.878 1.460
O: 1.925 -0.885 1.760
H: 2.336 2.482 4.630
H: 0.672 2.618 4.071
H: 1.077 1.554 5.442
H: 2.105 1.237 2.572
H: 2.488 0.144 3.923
H: -2.303 -2.493 3.016
H: -2.566 -3.501 1.560
H: -1.843 -4.232 2.987
C: -2.039 -1.671 -3.471
N: -0.916 -2.533 -3.136
C: -0.667 -3.691 -3.986
C: -0.117 -2.213 -2.123
C: 1.035 -2.941 -1.780
C: 1.755 -2.746 -0.620
C: 2.982 -3.445 -0.331
C: 3.700 -3.142 0.849
C: 4.911 -3.743 1.153
C: 5.455 -4.705 0.284
C: 4.762 -5.036 -0.893
C: 3.549 -4.421 -1.203
H: -2.657 -2.164 -4.221
H: -2.631 -1.478 -2.571
H: -1.699 -0.702 -3.856
H: -1.524 -3.813 -4.651
H: 0.241 -3.568 -4.595
H: -0.551 -4.596 -3.378
H: -0.392 -1.327 -1.531
H: 1.345 -3.729 -2.471
H: 1.436 -1.995 0.099
H: 3.266 -2.397 1.514
H: 5.431 -3.470 2.072
H: 6.402 -5.193 0.529
H: 5.172 -5.786 -1.572
H: 3.040 -4.689 -2.131

Properties
- LUMO (eV) = -1.4
- orbital gap (eV) = 5.77

---

Entry 7:
Entry from the Open Molecules 2025 dataset: a single C16H22N2O4 molecule (ωB97M-V/def2-TZVPD).

Geometry (Å):
C: -6.521 -0.427 1.283
C: -5.567 -1.513 0.800
C: -4.126 -1.029 0.650
C: -3.964 -0.009 -0.474
O: -2.603 0.402 -0.613
C: -1.811 -0.418 -1.327
O: -2.188 -1.429 -1.866
N: -0.507 -0.021 -1.382
C: 0.153 1.093 -0.878
C: -0.498 2.275 -0.533
C: 0.221 3.374 -0.102
C: 1.603 3.326 -0.023
C: 2.259 2.152 -0.343
C: 1.551 1.023 -0.739
C: 2.270 -0.227 -1.122
O: 2.061 -0.773 -2.198
N: 3.157 -0.737 -0.239
C: 3.369 -0.339 1.133
C: 4.861 -0.046 1.340
O: 5.648 -1.161 0.994
C: 5.437 -1.540 -0.349
C: 3.968 -1.882 -0.606
H: -6.626 0.361 0.542
H: -6.160 0.014 2.209
H: -7.507 -0.849 1.467
H: -5.914 -1.907 -0.157
H: -5.576 -2.336 1.518
H: -3.781 -0.584 1.586
H: -3.484 -1.883 0.421
H: -4.509 0.912 -0.261
H: -4.306 -0.439 -1.421
H: 0.094 -0.661 -1.899
H: -1.568 2.335 -0.624
H: -0.302 4.284 0.151
H: 2.165 4.195 0.282
H: 3.338 2.114 -0.307
H: 2.762 0.528 1.387
H: 3.087 -1.178 1.784
H: 5.072 0.164 2.390
H: 5.154 0.823 0.730
H: 6.072 -2.410 -0.522
H: 5.746 -0.725 -1.021
H: 3.793 -2.103 -1.659
H: 3.678 -2.745 0.004

Properties
- SMILES = CCCCOC(=O)Nc1ccccc1C(=O)N1CCOCC1
- LUMO (eV) = 0.7
- orbital gap (eV) = 9.32

---

Entry 8:
Entry from the Open Molecules 2025 dataset: a single C16H22N4O3 molecule (ωB97M-V/def2-TZVPD).

Geometry (Å):
O: 0.405 -1.617 -4.230
O: 0.545 -3.562 2.818
O: -1.268 -2.926 -3.979
N: 0.620 -0.033 -1.727
C: -0.456 -3.653 -1.480
C: -0.334 -3.805 -0.073
C: 0.149 -1.313 -1.255
C: 0.042 -1.494 0.121
C: -0.240 -2.329 -2.117
C: -0.052 -2.743 0.700
N: 0.305 -0.579 1.171
N: -0.371 -2.210 -3.491
N: 0.128 -2.609 2.089
C: 0.289 3.563 -4.823
C: -0.405 0.965 -1.970
C: -0.535 2.861 -3.717
C: 0.396 1.960 -2.892
C: 0.092 1.443 4.203
C: 1.313 0.933 3.500
C: -1.149 0.802 3.529
C: 1.392 -0.546 3.182
C: -0.996 -0.650 3.373
C: 0.189 -1.124 2.562
H: -0.603 -4.481 -2.110
H: -0.443 -4.793 0.274
H: 0.765 0.363 0.982
H: 0.874 2.746 -5.347
H: -0.331 3.928 -5.671
H: 0.853 4.350 -4.343
H: -0.781 1.418 -1.093
H: -1.264 0.527 -2.586
H: -0.987 3.535 -2.967
H: -1.420 2.304 -4.099
H: 0.793 2.624 -2.022
H: 1.149 1.460 -3.403
H: 0.123 1.115 5.316
H: 0.106 2.549 4.054
H: 2.163 1.200 4.167
H: 1.348 1.504 2.606
H: -2.102 0.898 4.143
H: -1.325 1.283 2.616
H: 1.708 -0.943 4.179
H: 2.224 -0.794 2.669
H: -1.048 -1.139 4.322
H: -1.858 -0.987 2.818

Properties
- LUMO (eV) = -2.9
- orbital gap (eV) = 3.88

---

Entry 9:
Entry from the Open Molecules 2025 dataset: a molecular structure, C16H22N5W (ωB97M-V/def2-TZVPD).

Geometry (Å):
W: -0.396 0.182 -0.202
N: 1.741 0.122 -0.579
C: 2.455 1.099 0.327
C: 1.774 1.125 1.682
N: 0.295 1.378 1.571
C: -0.113 2.822 1.542
C: -0.176 3.321 0.115
N: -0.909 2.283 -0.685
H: 2.084 -0.823 -0.385
H: 2.021 0.303 -1.543
H: 2.446 2.070 -0.163
H: 3.496 0.799 0.439
H: 2.238 1.882 2.316
H: 1.898 0.160 2.175
H: -0.111 0.989 2.419
H: 0.565 3.427 2.145
H: -1.101 2.884 2.002
H: 0.807 3.458 -0.329
H: -0.695 4.278 0.063
H: -0.765 2.451 -1.684
H: -1.918 2.420 -0.562
C: -0.769 -2.441 -5.687
C: -1.929 -2.533 -4.893
C: -1.940 -2.016 -3.630
C: -0.765 -1.377 -3.125
C: 0.405 -1.282 -3.942
C: 0.395 -1.811 -5.198
N: -0.733 -0.880 -1.881
N: -1.850 -0.882 -1.001
C: -1.575 -1.872 0.060
C: -1.872 -3.220 0.062
C: -1.523 -3.919 1.211
C: -0.880 -3.304 2.300
C: -0.550 -1.965 2.270
C: -0.874 -1.242 1.111
H: -0.769 -2.855 -6.687
H: -2.814 -3.010 -5.293
H: -2.824 -2.054 -3.008
H: 1.299 -0.811 -3.555
H: 1.275 -1.757 -5.824
H: -2.399 -3.694 -0.756
H: -1.764 -4.972 1.282
H: -0.643 -3.899 3.172
H: -0.060 -1.509 3.122

Properties
- charge = +3
- LUMO (spin up / spin down) (eV) = -11.6 / -12.2
- multiplicity = 3
- orbital gap (spin up / spin down) (eV) = 6.32 / 6.85

---

Entry 10:
Entry from the Open Molecules 2025 dataset: a molecular structure, C16H23As2LiNO3 (ωB97M-V/def2-TZVPD).

Geometry (Å):
Li: -0.181 0.085 -1.281
O: -0.921 -0.750 -2.714
C: -0.609 -0.645 -3.919
O: 1.015 1.162 -2.283
C: 1.068 1.128 -3.522
O: 1.851 1.925 -4.235
N: 0.357 0.273 -4.363
C: 1.649 1.678 -5.659
C: 0.687 0.541 -5.769
H: 2.615 1.467 -6.120
H: 1.222 2.580 -6.091
H: 1.148 -0.337 -6.215
H: -0.210 0.826 -6.315
C: -1.229 -1.447 -4.936
C: -2.347 -2.171 -4.687
H: -0.763 -1.456 -5.922
H: -2.826 -2.136 -3.705
H: -2.771 -2.780 -5.490
C: 0.956 -2.532 0.758
As: 0.569 -0.612 1.020
C: 2.142 0.577 1.299
C: 0.262 -0.994 2.934
C: 1.063 -1.605 3.901
C: 0.569 -1.713 5.216
C: -0.682 -1.216 5.580
C: -1.473 -0.580 4.606
C: -1.007 -0.572 3.296
As: -1.878 0.548 1.766
C: -0.785 2.093 2.299
C: -2.272 1.395 -0.099
H: 1.407 -2.707 -0.225
H: -0.013 -3.047 0.833
H: 1.629 -2.849 1.562
H: 1.837 1.565 1.664
H: 2.823 0.096 2.005
H: 2.649 0.727 0.336
H: 2.049 -1.991 3.628
H: 1.190 -2.195 5.967
H: -1.055 -1.304 6.598
H: -2.413 -0.081 4.827
H: 0.231 1.801 2.589
H: -0.767 2.777 1.444
H: -1.301 2.555 3.160
H: -1.466 2.094 -0.358
H: -3.208 1.926 0.135
H: -2.461 0.664 -0.894

Properties
- charge = +1
- LUMO (spin up / spin down) (eV) = -3.9 / -3.9
- orbital gap (spin up / spin down) (eV) = 5.01 / 5.01

---

no.,calculated total energy (Ha)
1,-1213.100964
2,-1979.948375
3,-3479.733756
4,-2355.036693
5,-732.426618
6,-958.031867
7,-1033.398594
8,-1067.233384
9,-962.648650
10,-5382.736854